No. 1
Below is a gas-phase ion, C7H11INO2 (charge +1), with properties calculated with ωB97M-V/def2-TZVPD.

For the HOMO energy, the calculation gives -12.057 eV. As for the charge: +1. The calculation puts the LUMO energy at -4.68 eV. For the energy above the lowest of the compared OMol25 structures with the same formula, charge and spin, the calculation gives 32.5 kcal/mol. The HOMO-LUMO gap comes out at 7.37 eV.

```
22
C7H11INO2, DFT ωB97M-V/def2-TZVPD
C 2.36 -1.63 -0.18
C -2.56 1.61 1.00
C -2.45 0.95 -1.25
C -1.13 1.92 0.54
C -1.07 1.50 -0.90
C -0.34 0.72 0.15
C 4.26 -2.90 0.34
N -3.14 0.74 0.00
O 1.46 -2.26 -0.56
O 3.54 -1.65 0.20
I 1.86 0.73 0.19
H -2.61 1.16 2.00
H -3.11 2.55 1.02
H -2.98 1.72 -1.83
H -2.43 0.04 -1.85
H -0.66 2.81 0.92
H -0.53 2.05 -1.65
H 5.10 -2.88 -0.35
H 3.62 -3.76 0.14
H 4.63 -2.93 1.37
H -0.65 -0.28 0.43
H -3.17 -0.23 0.28
```

---

No. 2
Below is 2 unconnected molecules or ions with the total composition C5H16N2O, with properties calculated with ωB97M-V/def2-TZVPD.

For the HOMO energy, the calculation gives -8.865 eV. As for the charge: 0. The calculation puts the LUMO energy at 0.99 eV. Its SMILES is CC[C@@H](N)CNC.O. For the energy above the lowest of the compared OMol25 structures with the same formula, charge and spin, the calculation gives 25.4 kcal/mol. The HOMO-LUMO gap comes out at 9.85 eV.

```
24
C5H16N2O, DFT ωB97M-V/def2-TZVPD
N -1.26 -1.49 1.29
C -1.45 0.60 -1.88
C -1.28 -0.61 -0.95
C -1.00 -0.27 0.50
C 0.48 0.09 0.74
N 0.81 1.51 0.92
C 1.83 2.04 -0.03
H -2.15 -1.88 0.99
H -1.34 -1.29 2.28
H -1.44 1.52 -1.28
H -0.74 0.65 -2.70
H -2.47 0.60 -2.29
H -2.20 -1.19 -0.99
H -0.57 -1.35 -1.33
H -1.62 0.56 0.86
H 0.85 -0.45 1.61
H 1.03 -0.32 -0.11
H -0.04 2.04 0.74
H 2.73 2.25 0.54
H 2.07 1.30 -0.79
H 1.45 2.95 -0.49
H 2.07 -2.76 1.49
H 1.76 -2.02 0.21
O 2.48 -2.49 0.66
```

---

No. 3
Below is a molecular structure, C11H20ClIN2O2PSeSm, with properties calculated with ωB97M-V/def2-TZVPD.

For the HOMO energy (alpha / beta), the calculation gives -14.689 / -14.707 eV. As for the charge: +2. The calculation puts the LUMO energy (alpha / beta) at -7.88 / -6.95 eV. The HOMO-LUMO gap (alpha / beta) comes out at 6.81 / 7.75 eV. Its spin multiplicity is 6. The expectation value of S² is 8.77.

```
40
C11H20ClIN2O2PSeSm, DFT ωB97M-V/def2-TZVPD
C -0.47 1.15 -2.00
C -0.45 -0.17 -2.77
H -0.39 1.96 -2.72
H 0.41 1.32 -1.33
H -1.43 1.26 -1.47
O -1.45 -0.82 -3.07
I -0.23 -2.32 -0.31
Sm -0.08 0.58 0.90
P 1.22 -0.79 -3.34
C 1.08 -2.57 -3.54
C 1.58 -0.10 -4.96
H 2.42 0.71 -1.82
H 3.45 -0.48 -2.64
H 2.42 -0.99 -1.26
C 2.47 -0.34 -2.15
H 1.94 0.93 -4.89
H 2.36 -0.72 -5.42
H 1.87 -2.90 -4.23
H 0.10 -2.81 -3.97
H 0.67 -0.15 -5.57
H 1.19 -3.06 -2.57
C -2.41 -0.42 -0.03
O -3.42 -0.89 -0.35
Cl 1.83 2.21 0.81
C -2.22 -1.49 3.09
N -1.28 -0.43 3.49
C -0.41 -0.54 4.57
C 0.18 0.66 4.73
N -0.31 1.50 3.75
C -0.06 2.94 3.68
C -1.34 0.88 3.08
Se -2.50 1.69 1.80
H -3.04 -1.05 2.52
H -2.60 -1.99 4.00
H -1.70 -2.21 2.44
H -0.32 -1.45 5.14
H 0.89 1.03 5.45
H -0.21 3.39 4.68
H 0.97 3.11 3.33
H -0.74 3.38 2.95
```

---

No. 4
Below is a molecular structure, C41H52AsBBaF2GeN3O5S, with properties calculated with ωB97M-V/def2-TZVPD.

For the HOMO energy, the calculation gives -3.712 eV. As for the charge: -1. The calculation puts the LUMO energy at 2.10 eV. For the energy above the lowest of the compared OMol25 structures with the same formula, charge and spin, the calculation gives 1.6 kcal/mol. The HOMO-LUMO gap comes out at 5.81 eV.

```
108
C41H52AsBBaF2GeN3O5S, DFT ωB97M-V/def2-TZVPD
Ba 1.00 -1.23 -0.21
C 1.42 -5.11 0.87
C 2.73 -4.43 1.29
C 3.91 -5.38 1.07
C 2.66 -4.06 2.77
O 2.90 -3.21 0.58
Ge 3.53 -3.16 -1.22
O 3.62 -1.29 -0.92
C 4.83 -0.56 -1.09
C 5.07 -0.31 -2.57
C 6.01 -1.30 -0.46
C 4.64 0.78 -0.36
O 1.76 -2.92 -1.85
C 1.29 -3.38 -3.12
C -0.10 -2.77 -3.30
C 1.23 -4.90 -3.11
C 2.22 -2.87 -4.22
H 1.21 -5.98 1.50
H 1.48 -5.44 -0.17
H 0.59 -4.42 0.97
H 3.81 -6.25 1.73
H 4.85 -4.87 1.30
H 3.95 -5.74 0.04
H 2.60 -4.94 3.41
H 1.77 -3.44 2.95
H 3.55 -3.49 3.04
H 4.19 0.17 -3.01
H 5.94 0.32 -2.74
H 5.23 -1.26 -3.09
H 6.22 -2.23 -0.99
H 5.80 -1.53 0.59
H 6.91 -0.68 -0.51
H 3.76 1.29 -0.75
H 5.51 1.42 -0.49
H 4.51 0.59 0.71
H -0.75 -3.06 -2.47
H -0.56 -3.11 -4.23
H -0.03 -1.68 -3.33
H 0.57 -5.24 -2.31
H 2.22 -5.32 -2.96
H 0.84 -5.28 -4.06
H 2.32 -1.79 -4.15
H 1.83 -3.13 -5.21
H 3.22 -3.32 -4.12
S -2.62 -1.14 0.08
C -3.78 0.12 0.32
C -4.92 -0.12 1.12
C -5.88 0.86 1.33
C -5.74 2.12 0.76
C -4.63 2.38 -0.02
C -3.64 1.42 -0.23
As -2.08 1.76 -1.37
C -3.12 2.43 -2.92
C -3.61 1.46 -3.79
C -4.36 1.81 -4.90
C -4.63 3.15 -5.16
C -4.14 4.12 -4.30
C -3.39 3.76 -3.18
C -1.49 3.49 -0.67
C -0.48 4.11 -1.40
C 0.11 5.28 -0.95
C -0.29 5.84 0.26
C -1.29 5.23 1.00
C -1.89 4.06 0.53
H -5.04 -1.10 1.55
H -6.74 0.63 1.94
H -6.50 2.88 0.92
H -4.52 3.36 -0.48
H -3.39 0.41 -3.60
H -4.74 1.04 -5.56
H -5.22 3.43 -6.02
H -4.35 5.17 -4.49
H -3.02 4.54 -2.52
H -0.12 3.66 -2.32
H 0.91 5.74 -1.53
H 0.18 6.75 0.62
H -1.61 5.66 1.95
H -2.68 3.61 1.12
O -0.13 -2.22 2.16
N -0.61 -1.61 3.18
C -1.95 -1.57 3.37
C -2.49 -0.89 4.45
C -1.66 -0.24 5.35
C -0.29 -0.29 5.13
C 0.22 -0.97 4.05
H -2.51 -2.05 2.58
H -3.56 -0.87 4.55
H -2.07 0.32 6.17
H 0.40 0.22 5.79
H 1.26 -1.05 3.79
N -3.46 2.17 3.13
C -2.33 2.55 3.76
O -2.35 3.13 4.84
C -1.04 2.26 3.06
C 0.08 3.00 3.44
C 1.29 2.76 2.80
C 1.34 1.76 1.84
N 0.29 1.01 1.50
C -0.89 1.28 2.09
H -4.34 2.39 3.56
H -3.48 1.76 2.21
H -0.02 3.76 4.20
H 2.18 3.32 3.04
H 2.27 1.55 1.31
H -1.70 0.65 1.75
F 0.82 1.07 -3.28
B 1.23 1.08 -1.96
F 1.94 2.26 -1.80
```

---

No. 5
Below is 21 unconnected molecules or ions with the total composition C48H68F10N20O5S2, with properties calculated with ωB97M-V/def2-TZVPD.

For the HOMO energy, the calculation gives -11.256 eV. As for the charge: 0. The calculation puts the LUMO energy at -3.05 eV. The HOMO-LUMO gap comes out at 8.20 eV.

```
153
C48H68F10N20O5S2, DFT ωB97M-V/def2-TZVPD
O 2.94 4.37 -2.56
C 3.28 3.08 -2.62
F 4.73 2.75 -2.82
C 2.21 1.81 -2.47
C 0.76 2.40 -1.98
O 0.19 3.18 -3.10
S -1.41 3.46 -2.51
O -2.24 3.33 -3.82
O -1.28 4.91 -1.97
O -1.58 2.20 -1.32
C -0.29 1.45 -1.16
C -0.72 -0.02 -1.75
C 0.38 -1.10 -1.19
C 0.22 -2.62 -1.87
F -1.03 -2.76 -2.67
F 0.00 -3.53 -0.68
C 1.57 -3.16 -2.59
F 1.52 -4.67 -2.53
F 2.84 -2.80 -1.84
S 1.83 -2.70 -4.37
F 0.55 -3.67 -4.96
F 2.98 -4.02 -4.51
F 3.21 -1.72 -3.91
F 0.90 -1.27 -4.30
F 2.21 -2.30 -6.00
H 2.71 1.06 -1.72
H 2.07 1.39 -3.56
H 1.06 3.20 -1.17
H -0.20 1.35 0.01
H -1.76 -0.32 -1.26
H -0.89 -0.05 -2.91
H 1.46 -0.69 -1.38
H 0.24 -1.16 -0.01
C -4.20 1.98 1.34
C -2.89 1.31 1.29
N -1.85 0.78 1.25
H -5.01 1.26 1.50
H -4.25 2.70 2.16
H -4.41 2.52 0.42
C 6.40 0.11 -0.60
C 4.97 0.28 -0.30
N 3.84 0.41 -0.07
H 6.56 -0.32 -1.59
H 6.93 1.07 -0.57
H 6.89 -0.55 0.12
C 4.03 7.08 -1.77
C 4.30 8.11 -0.75
N 4.51 8.92 0.05
H 3.04 7.19 -2.22
H 4.76 7.12 -2.59
H 4.08 6.07 -1.35
C -1.69 8.15 -1.70
C -1.93 9.37 -0.91
N -2.13 10.34 -0.29
H -1.82 7.25 -1.09
H -2.37 8.08 -2.55
H -0.67 8.13 -2.09
C 4.10 0.15 -7.56
C 3.86 1.37 -6.77
N 3.66 2.33 -6.15
H 3.97 -0.76 -6.96
H 3.42 0.07 -8.42
H 5.12 0.12 -7.96
C -4.39 -4.10 -3.70
C -4.18 -2.81 -3.03
N -4.02 -1.79 -2.49
H -3.47 -4.47 -4.16
H -4.74 -4.87 -3.01
H -5.14 -4.02 -4.50
C -7.90 3.89 -0.17
C -7.34 3.39 1.09
N -6.89 2.99 2.09
H -8.97 3.69 -0.24
H -7.76 4.97 -0.28
H -7.42 3.42 -1.04
C -7.64 5.08 4.65
C -6.69 5.60 5.64
N -5.93 6.00 6.43
H -8.01 5.88 3.99
H -7.19 4.31 4.01
H -8.52 4.63 5.13
C -9.99 0.53 1.96
C -10.54 1.67 1.21
N -10.97 2.58 0.61
H -9.07 0.79 2.48
H -10.70 0.17 2.72
H -9.77 -0.32 1.30
C -3.32 -3.74 1.06
C -3.81 -4.76 0.11
N -4.20 -5.55 -0.64
H -4.14 -3.17 1.50
H -2.77 -4.20 1.89
H -2.64 -3.03 0.58
C 9.57 1.10 2.17
C 8.11 1.21 2.11
N 6.95 1.29 2.06
H 10.06 1.72 1.41
H 9.96 1.41 3.15
H 9.91 0.07 2.01
C 2.71 -7.03 -0.76
C 3.27 -7.54 0.50
N 3.71 -7.94 1.50
H 1.63 -7.23 -0.83
H 2.85 -5.95 -0.86
H 3.18 -7.50 -1.63
C 3.10 -10.52 3.39
C 2.76 -11.89 3.78
N 2.49 -12.98 4.09
H 3.84 -10.07 4.06
H 3.52 -10.48 2.37
H 2.22 -9.86 3.40
C -4.36 8.82 2.64
C -4.85 7.81 1.69
N -5.24 7.01 0.94
H -5.18 9.40 3.08
H -3.81 8.36 3.47
H -3.68 9.53 2.16
C -5.25 -8.48 2.24
C -5.05 -7.19 2.92
N -4.88 -6.17 3.46
H -4.33 -8.85 1.79
H -5.61 -9.25 2.94
H -6.00 -8.40 1.44
C 6.23 -7.32 -3.61
C 4.76 -7.21 -3.67
N 3.60 -7.12 -3.72
H 6.72 -6.69 -4.37
H 6.62 -7.00 -2.63
H 6.57 -8.35 -3.77
C 7.75 5.12 4.22
C 9.06 4.45 4.17
N 10.09 3.92 4.13
H 6.93 4.41 4.37
H 7.70 5.85 5.04
H 7.53 5.67 3.29
C 6.59 3.58 -5.41
C 7.90 2.91 -5.46
N 8.94 2.38 -5.50
H 5.78 2.86 -5.26
H 6.54 4.30 -4.59
H 6.38 4.12 -6.33
C -1.46 -8.96 3.87
C -1.95 -9.97 2.92
N -2.34 -10.77 2.17
H -2.28 -8.38 4.31
H -0.92 -9.42 4.70
H -0.78 -8.24 3.39
C -4.88 4.53 9.66
C -4.77 3.29 10.44
N -4.68 2.31 11.06
H -4.80 4.34 8.59
H -5.84 5.03 9.83
H -4.09 5.25 9.92
```

---

For the records above, the corresponding E values read -21113.537; -10471.419; -131956.373; -193071.344; -139746.732 eV.
For the records above, the corresponding maximum force values read 1.6; 1.2; 4.2; 1.2; 9.7 eV Å⁻¹.